[1]
One molecule with the formula CH4Cl2Si, computed with ωB97M-V/def2-TZVPD.

Values from the calculation:
SMILES = C[SiH](Cl)Cl
ΔE to the lowest compared entry with this formula, charge and spin = 90.3 kJ/mol
molecular weight = 115.035 g/mol
spin multiplicity = 1
net charge = 0
E_LUMO = 0.02883 Ha
orbital gap = 11.895 eV

CARTESIAN COORDINATES (ANGSTROEM)
C: 1.066 -0.060 -0.357
Si: -0.818 -0.027 0.488
Cl: -1.823 -1.661 -0.074
Cl: -2.126 1.420 -0.202
H: 1.565 0.924 -0.511
H: 1.896 -0.464 0.233
H: 1.124 -0.360 -1.456
H: -0.884 0.228 1.879

Computed Mulliken charges, given in elementary charges: number 1, C, carries -1.08; number 2, Si, carries 0.70; number 3, Cl, carries -0.20; number 4, Cl, carries -0.25; number 5, H, carries 0.32; number 6, H, carries 0.34; number 7, H, carries 0.30; number 8, H, carries -0.13

***

[2]
CH4Cl4N3P3 as an isolated structure, computed with ωB97M-V/def2-TZVPD.

Values from the calculation:
ΔE to the lowest compared entry with this formula, charge and spin = 91.3 kJ/mol
molecular weight = 292.798 g/mol
spin multiplicity = 1
net charge = 0
E_LUMO = -0.01868 Ha
orbital gap = 8.889 eV

CARTESIAN COORDINATES (ANGSTROEM)
C: -1.352 -1.233 1.784
N: -1.514 -0.138 -0.614
N: 0.912 0.127 1.050
N: 1.344 0.844 -1.587
P: -0.763 0.142 0.786
P: -0.132 0.683 -2.114
P: 1.892 0.427 -0.160
Cl: -0.924 2.407 -2.850
Cl: -0.244 -0.628 -3.529
Cl: 3.025 -1.165 -0.561
Cl: 3.172 1.773 0.471
H: -2.491 -1.079 1.901
H: -1.088 -2.200 1.140
H: -0.769 -1.176 2.743
H: -1.070 1.216 1.539

Computed Mulliken charges, given in elementary charges: number 1, C, carries -0.88; number 2, N, carries -0.53; number 3, N, carries -0.41; number 4, N, carries -0.35; number 5, P, carries 0.50; number 6, P, carries 0.73; number 7, P, carries 0.74; number 8, Cl, carries -0.18; number 9, Cl, carries -0.13; number 10, Cl, carries -0.22; number 11, Cl, carries -0.19; number 12, H, carries 0.32; number 13, H, carries 0.24; number 14, H, carries 0.33; number 15, H, carries 0.02

***

[3]
A 2-piece molecular cluster, CH4ClN2O overall, computed with ωB97M-V/def2-TZVPD.

Values from the calculation:
ΔE to the lowest compared entry with this formula, charge and spin = 0.0 kJ/mol
molecular weight = 95.509 g/mol
spin multiplicity = 1
net charge = -1
E_LUMO = 0.15947 Ha
orbital gap = 8.945 eV

CARTESIAN COORDINATES (ANGSTROEM)
Cl: 2.057 -0.008 1.334
C: -0.671 -0.033 -0.436
O: -1.693 -0.038 -1.076
N: -0.306 -1.047 0.229
N: -0.026 1.157 -0.270
H: -0.741 -1.945 0.075
H: 0.497 -0.938 0.832
H: 0.145 1.739 -1.078
H: 0.737 1.113 0.391

Computed Mulliken charges, given in elementary charges: number 1, Cl, carries -0.86; number 2, C, carries 0.56; number 3, O, carries -0.73; number 4, N, carries -0.20; number 5, N, carries -0.34; number 6, H, carries 0.19; number 7, H, carries 0.07; number 8, H, carries 0.19; number 9, H, carries 0.13

***

[4]
One molecule with the formula CH4ClN3, computed with ωB97M-V/def2-TZVPD.

Values from the calculation:
SMILES = ClN1CNN1
ΔE to the lowest compared entry with this formula, charge and spin = 336.0 kJ/mol
molecular weight = 93.517 g/mol
spin multiplicity = 1
net charge = 0
E_LUMO = 0.04088 Ha
orbital gap = 10.300 eV

CARTESIAN COORDINATES (ANGSTROEM)
Cl: 0.458 1.019 -2.024
N: -0.533 0.489 -0.707
C: 0.194 0.590 0.601
N: -0.015 -0.831 0.861
N: -0.386 -0.910 -0.710
H: -0.326 1.318 1.433
H: 1.133 1.111 0.384
H: 0.791 -1.467 0.945
H: -1.317 -1.320 -0.783

Computed Mulliken charges, given in elementary charges: number 1, Cl, carries -0.12; number 2, N, carries -0.07; number 3, C, carries -0.17; number 4, N, carries -0.37; number 5, N, carries -0.23; number 6, H, carries 0.18; number 7, H, carries 0.25; number 8, H, carries 0.29; number 9, H, carries 0.25

***

[5]
One molecule with the formula CH4ClN3, computed with ωB97M-V/def2-TZVPD.

Values from the calculation:
ΔE to the lowest compared entry with this formula, charge and spin = 445.8 kJ/mol
molecular weight = 93.517 g/mol
spin multiplicity = 1
net charge = 0
E_LUMO (alpha / beta) = 0.02705 / -0.02410 Ha
orbital gap (alpha / beta) = 10.023 / 6.678 eV

CARTESIAN COORDINATES (ANGSTROEM)
C: -0.464 0.455 -0.108
N: 0.893 0.099 -0.089
N: 1.185 -1.143 0.142
N: -1.354 -0.586 0.352
Cl: -2.718 -0.088 1.201
H: -0.471 1.542 0.339
H: -0.777 0.450 -1.268
H: 1.519 0.846 -0.504
H: 2.187 -1.576 -0.065

Computed Mulliken charges, given in elementary charges: number 1, C, carries -0.27; number 2, N, carries 0.23; number 3, N, carries -0.71; number 4, N, carries -0.21; number 5, Cl, carries -0.06; number 6, H, carries 0.35; number 7, H, carries 0.22; number 8, H, carries 0.23; number 9, H, carries 0.22

***

[6]
One molecule with the formula CH4ClNOP2, computed with ωB97M-V/def2-TZVPD.

Values from the calculation:
SMILES = CP(Cl)#[PH]N=O
ΔE to the lowest compared entry with this formula, charge and spin = 42.8 kJ/mol
molecular weight = 143.450 g/mol
spin multiplicity = 1
net charge = 0
E_LUMO (alpha / beta) = -0.03132 / -0.03134 Ha
orbital gap (alpha / beta) = 7.651 / 7.651 eV

CARTESIAN COORDINATES (ANGSTROEM)
C: -0.401 0.912 -0.193
P: 1.062 0.526 0.884
Cl: 0.640 1.258 2.667
P: 1.114 -1.638 1.175
N: 2.159 -1.445 2.618
O: 3.356 -1.714 2.670
H: -0.607 1.993 -0.434
H: -1.294 0.551 0.217
H: -0.081 0.523 -1.157
H: 1.790 -1.720 0.070

Computed Mulliken charges, given in elementary charges: number 1, C, carries -0.94; number 2, P, carries 0.20; number 3, Cl, carries -0.19; number 4, P, carries 0.07; number 5, N, carries 0.12; number 6, O, carries -0.31; number 7, H, carries 0.33; number 8, H, carries 0.35; number 9, H, carries 0.31; number 10, H, carries 0.08

***

[7]
One molecule with the formula CH4ClNOP2, computed with ωB97M-V/def2-TZVPD.

Values from the calculation:
SMILES = CP=[PH]=[N+]([O-])Cl
ΔE to the lowest compared entry with this formula, charge and spin = 197.8 kJ/mol
molecular weight = 143.450 g/mol
spin multiplicity = 1
net charge = 0
E_LUMO (alpha / beta) = -0.07260 / -0.06779 Ha
orbital gap (alpha / beta) = 7.204 / 6.776 eV

CARTESIAN COORDINATES (ANGSTROEM)
C: 1.517 0.546 -0.184
P: 0.696 -0.285 1.235
P: -0.532 -1.637 0.189
N: -1.514 -0.101 -0.646
O: -2.654 -0.416 -0.799
Cl: -1.397 1.700 0.456
H: 0.691 0.936 -0.841
H: 2.017 -0.137 -0.858
H: 2.345 1.269 -0.019
H: -1.169 -1.876 1.468

Computed Mulliken charges, given in elementary charges: number 1, C, carries -0.87; number 2, P, carries 0.17; number 3, P, carries 0.04; number 4, N, carries 0.20; number 5, O, carries -0.31; number 6, Cl, carries -0.31; number 7, H, carries 0.31; number 8, H, carries 0.35; number 9, H, carries 0.33; number 10, H, carries 0.10

***

[8]
One molecule with the formula CH4ClNOS, computed with ωB97M-V/def2-TZVPD.

Values from the calculation:
ΔE to the lowest compared entry with this formula, charge and spin = 73.8 kJ/mol
molecular weight = 113.569 g/mol
spin multiplicity = 1
net charge = 0
E_LUMO = -0.00416 Ha
orbital gap = 9.325 eV

CARTESIAN COORDINATES (ANGSTROEM)
C: -0.515 0.340 -0.345
N: -1.231 -0.703 0.388
O: 1.706 1.685 -0.541
S: 1.200 0.694 0.399
Cl: 2.285 -1.086 0.071
H: -1.071 1.247 -0.428
H: -0.397 -0.134 -1.287
H: -0.551 -1.490 0.344
H: -1.426 -0.553 1.399

Computed Mulliken charges, given in elementary charges: number 1, C, carries -0.48; number 2, N, carries -0.61; number 3, O, carries -0.48; number 4, S, carries 0.52; number 5, Cl, carries -0.22; number 6, H, carries 0.38; number 7, H, carries 0.38; number 8, H, carries 0.26; number 9, H, carries 0.26

***

[9]
A 2-piece molecular cluster, CH4ClNS overall, computed with ωB97M-V/def2-TZVPD.

Values from the calculation:
SMILES = C=NS.Cl
ΔE to the lowest compared entry with this formula, charge and spin = 75.7 kJ/mol
molecular weight = 97.570 g/mol
spin multiplicity = 1
net charge = 0
E_LUMO = 0.02784 Ha
orbital gap = 9.872 eV

CARTESIAN COORDINATES (ANGSTROEM)
C: 0.547 -0.494 0.326
N: 1.258 0.483 -0.064
S: 2.729 0.089 -0.851
H: -0.387 -0.264 0.828
H: 0.808 -1.548 0.196
H: 3.092 1.359 -1.055
Cl: -3.230 -0.087 0.706
H: -4.358 0.099 0.132

Computed Mulliken charges, given in elementary charges: number 1, C, carries -0.04; number 2, N, carries -0.32; number 3, S, carries -0.12; number 4, H, carries 0.08; number 5, H, carries 0.23; number 6, H, carries 0.16; number 7, Cl, carries -0.24; number 8, H, carries 0.25

***

[10]
CH4ClP as an isolated structure, computed with ωB97M-V/def2-TZVPD.

Values from the calculation:
ΔE to the lowest compared entry with this formula, charge and spin = 69.5 kJ/mol
molecular weight = 82.470 g/mol
spin multiplicity = 1
net charge = 0
E_LUMO = 0.03360 Ha
orbital gap = 10.833 eV

CARTESIAN COORDINATES (ANGSTROEM)
C: 0.073 0.108 0.787
P: -0.585 -0.380 -0.948
Cl: -1.154 1.375 1.145
H: 0.019 -0.870 1.463
H: 1.095 0.470 0.722
H: 0.080 0.539 -1.752
H: 0.473 -1.242 -1.417

Computed Mulliken charges, given in elementary charges: number 1, C, carries -0.37; number 2, P, carries -0.09; number 3, Cl, carries -0.18; number 4, H, carries 0.26; number 5, H, carries 0.29; number 6, H, carries 0.05; number 7, H, carries 0.04

***

[11]
A 2-piece molecular cluster, CH4ClP overall, computed with ωB97M-V/def2-TZVPD.

Values from the calculation:
SMILES = C=P.Cl
ΔE to the lowest compared entry with this formula, charge and spin = 121.0 kJ/mol
molecular weight = 82.470 g/mol
spin multiplicity = 1
net charge = 0
E_LUMO = 0.00939 Ha
orbital gap = 10.013 eV

CARTESIAN COORDINATES (ANGSTROEM)
C: -1.494 1.063 -0.091
P: -1.102 0.133 -1.438
H: -2.568 1.333 -0.112
H: -0.832 1.546 0.712
H: 0.250 0.041 -0.984
Cl: 2.341 -1.872 1.305
H: 3.405 -2.244 0.607

Computed Mulliken charges, given in elementary charges: number 1, C, carries -0.41; number 2, P, carries -0.04; number 3, H, carries 0.24; number 4, H, carries 0.23; number 5, H, carries -0.01; number 6, Cl, carries -0.26; number 7, H, carries 0.25

***

[12]
A 2-piece molecular cluster, CH4ClPS overall, computed with ωB97M-V/def2-TZVPD.

Values from the calculation:
ΔE to the lowest compared entry with this formula, charge and spin = 209.8 kJ/mol
molecular weight = 114.537 g/mol
spin multiplicity = 1
net charge = 0
E_LUMO (alpha / beta) = -0.03649 / -0.03695 Ha
orbital gap (alpha / beta) = 6.568 / 6.566 eV

CARTESIAN COORDINATES (ANGSTROEM)
C: 0.411 1.333 0.520
P: 0.745 -1.029 -1.503
S: -0.469 0.437 -0.897
Cl: -1.499 -2.000 -3.902
H: 0.381 2.426 0.505
H: 1.351 0.914 0.396
H: -0.307 1.022 1.300
H: -2.540 -2.422 -3.287

Computed Mulliken charges, given in elementary charges: number 1, C, carries -0.76; number 2, P, carries -0.05; number 3, S, carries -0.05; number 4, Cl, carries -0.24; number 5, H, carries 0.28; number 6, H, carries 0.34; number 7, H, carries 0.25; number 8, H, carries 0.23

***

What is the formula in the fourth record? CH4ClN3

***

Which formula does entry 4 have? CH4ClN3

***

Which of these has the lowest net charge? CH4ClN2O

***

Repeat the eleventh record exactly.
A 2-piece molecular cluster, CH4ClP overall, computed with ωB97M-V/def2-TZVPD.

Values from the calculation:
SMILES = C=P.Cl
ΔE to the lowest compared entry with this formula, charge and spin = 121.0 kJ/mol
molecular weight = 82.470 g/mol
spin multiplicity = 1
net charge = 0
E_LUMO = 0.00939 Ha
orbital gap = 10.013 eV

CARTESIAN COORDINATES (ANGSTROEM)
C: -1.494 1.063 -0.091
P: -1.102 0.133 -1.438
H: -2.568 1.333 -0.112
H: -0.832 1.546 0.712
H: 0.250 0.041 -0.984
Cl: 2.341 -1.872 1.305
H: 3.405 -2.244 0.607

Computed Mulliken charges, given in elementary charges: number 1, C, carries -0.41; number 2, P, carries -0.04; number 3, H, carries 0.24; number 4, H, carries 0.23; number 5, H, carries -0.01; number 6, Cl, carries -0.26; number 7, H, carries 0.25